Density functional theory data (ωB97M-V/def2-TZVPD) for 7 unconnected molecules or ions with the total composition C32H84N2O25P6SSi at a distorted geometry.

Geometry (Å):
C 2.471 -5.373 2.887
C 3.001 -3.790 2.802
C 4.640 -3.871 2.773
C 5.383 -2.486 2.265
C 5.152 -2.211 0.637
C 3.928 -1.129 0.450
C 4.402 0.452 0.578
Si 3.226 1.288 1.902
N 3.872 0.803 3.510
C 2.933 -0.093 4.036
S 1.953 -0.865 5.231
N 1.548 0.743 1.555
C 0.499 1.753 1.973
C -0.215 1.127 3.341
O 3.472 3.040 1.745
C 4.824 3.374 2.213
C 4.905 4.206 3.617
C 3.575 4.152 4.562
C 3.998 3.617 6.087
H 3.053 -5.940 2.029
H 1.330 -5.363 2.585
H 2.653 -5.816 3.958
H 2.520 -3.354 1.811
H 2.613 -3.280 3.782
H 5.014 -4.738 2.042
H 5.085 -4.162 3.840
H 6.558 -2.655 2.378
H 5.084 -1.538 2.895
H 6.166 -1.895 0.132
H 4.834 -3.255 0.181
H 3.175 -1.327 1.348
H 3.380 -1.366 -0.561
H 5.490 0.533 1.028
H 4.261 1.061 -0.426
H 1.461 0.701 0.496
H 0.897 2.846 2.120
H -0.389 1.836 1.180
H 0.352 1.574 4.274
H -1.376 1.267 3.367
H -0.020 -0.043 3.284
H 5.297 4.080 1.376
H 5.529 2.433 2.261
H 5.114 5.336 3.353
H 5.807 3.794 4.264
H 2.723 3.434 4.207
H 3.123 5.241 4.622
H 3.001 3.578 6.713
H 4.790 4.387 6.505
H 4.452 2.536 5.954
C -5.869 2.114 -1.037
O -5.830 1.584 0.273
P -4.540 0.700 0.657
O -3.226 1.338 0.335
O -4.803 -0.707 -0.081
C -6.115 -1.237 -0.095
O -4.769 0.362 2.215
C -3.751 -0.368 2.872
H -6.913 2.200 -1.346
H -5.405 3.105 -1.039
H -5.347 1.463 -1.745
H -6.577 -1.003 -1.058
H -6.731 -0.830 0.711
H -6.060 -2.323 0.015
H -2.789 -0.276 2.364
H -4.039 -1.424 2.915
H -3.647 0.014 3.891
C 4.999 -3.646 -5.545
O 4.983 -2.304 -5.101
P 3.578 -1.741 -4.551
O 2.907 -2.613 -3.538
O 2.718 -1.481 -5.888
C 3.366 -0.940 -7.024
O 3.944 -0.259 -4.039
C 2.906 0.487 -3.432
H 5.750 -3.743 -6.332
H 5.262 -4.301 -4.708
H 4.027 -3.942 -5.951
H 3.605 -1.754 -7.712
H 4.283 -0.409 -6.758
H 2.686 -0.245 -7.522
H 2.114 -0.156 -3.042
H 2.483 1.177 -4.170
H 3.327 1.065 -2.605
C -7.497 -7.264 -2.585
O -6.473 -6.908 -1.679
P -5.417 -5.800 -2.180
O -6.032 -4.562 -2.753
O -4.463 -6.608 -3.196
C -4.085 -7.932 -2.872
O -4.483 -5.562 -0.889
C -3.474 -4.577 -0.997
H -7.780 -8.302 -2.401
H -8.364 -6.615 -2.423
H -7.160 -7.172 -3.623
H -4.728 -8.624 -3.420
H -4.166 -8.131 -1.801
H -3.049 -8.091 -3.184
H -3.698 -3.846 -1.779
H -2.520 -5.064 -1.218
H -3.393 -4.052 -0.041
C 1.910 -4.910 -12.327
O 1.095 -4.993 -11.175
P 1.820 -4.744 -9.758
O 2.657 -3.506 -9.692
O 2.623 -6.114 -9.490
C 2.011 -7.343 -9.829
O 0.605 -4.802 -8.702
C 0.918 -4.553 -7.346
H 1.503 -5.576 -13.090
H 1.903 -3.881 -12.701
H 2.939 -5.213 -12.110
H 2.398 -7.673 -10.796
H 0.923 -7.258 -9.883
H 2.270 -8.088 -9.073
H 1.844 -3.983 -7.238
H 1.018 -5.508 -6.820
H 0.101 -3.983 -6.895
C 4.115 11.035 5.602
O 3.036 10.467 4.888
P 3.409 9.391 3.750
O 4.341 8.308 4.193
O 3.955 10.292 2.532
C 3.307 11.516 2.242
O 1.971 8.882 3.232
C 1.964 7.863 2.251
H 3.836 12.045 5.910
H 4.321 10.428 6.489
H 5.015 11.095 4.982
H 3.882 12.330 2.689
H 2.284 11.539 2.626
H 3.282 11.655 1.159
H 2.893 7.289 2.250
H 1.817 8.317 1.266
H 1.133 7.183 2.456
C -9.336 4.201 7.081
O -8.407 4.107 6.020
P -8.678 2.960 4.922
O -10.069 2.935 4.373
O -8.222 1.603 5.661
C -7.065 1.623 6.475
O -7.519 3.207 3.831
C -7.526 2.378 2.685
H -8.818 4.576 7.966
H -10.132 4.899 6.802
H -9.771 3.225 7.317
H -7.373 1.717 7.519
H -6.396 2.448 6.217
H -6.528 0.680 6.349
H -8.514 1.951 2.496
H -6.801 1.570 2.823
H -7.232 2.976 1.818

Forces on the atoms, in the same order (eV/Å):
-0.1 1.2 -1.0
0.1 -2.0 0.3
0.6 0.5 -0.2
1.1 -0.4 -0.6
-0.6 -0.4 0.9
0.3 -0.4 0.3
-0.4 -0.3 0.2
0.9 1.2 -2.2
-7.1 -6.1 2.6
3.5 4.0 1.6
3.1 2.0 -4.0
0.6 2.3 -1.5
-2.6 0.0 0.8
0.7 -0.2 -0.5
0.8 -2.5 1.3
1.5 1.1 -0.7
-0.2 0.2 0.2
0.1 0.0 0.9
-0.5 0.5 -1.4
-1.2 0.8 2.0
2.2 -0.3 0.9
-0.4 0.7 -2.3
1.2 -0.6 2.2
0.8 -0.6 -2.2
-1.0 1.9 1.5
-1.2 0.7 -2.2
-2.5 0.4 0.1
0.5 -1.9 -1.2
-2.1 -0.4 0.9
0.6 2.2 0.7
1.4 0.2 -2.1
1.0 0.7 1.9
-2.0 -0.2 -1.3
0.7 -1.3 2.0
0.4 -0.3 1.7
-0.6 -2.1 -0.1
2.2 -0.3 1.5
-1.5 -1.0 -1.6
2.3 0.2 0.1
-0.4 2.6 0.2
-1.0 -1.6 1.7
-1.5 1.7 0.0
-0.3 -2.3 0.6
-1.7 0.9 -1.5
1.7 1.3 0.3
0.9 -2.3 0.0
2.2 0.1 -0.9
-1.7 -1.8 -0.5
-0.9 2.2 0.5
0.1 0.5 -0.8
0.6 -1.0 1.4
1.2 0.5 -0.4
-1.8 -1.3 0.4
1.0 1.0 0.3
-0.8 -0.4 -0.1
-0.7 1.0 -1.3
0.6 -0.6 0.5
0.1 0.0 0.2
0.0 -0.2 -0.1
0.0 0.1 0.0
0.0 -0.1 0.1
0.1 0.0 -0.1
0.1 0.2 -0.1
-0.1 0.0 0.0
0.1 0.1 0.0
-0.1 0.0 -0.2
0.0 -0.8 -0.1
-0.7 1.5 0.6
-0.4 -0.7 0.8
0.7 1.3 -1.7
-0.1 -0.6 1.4
0.4 0.3 -0.8
0.8 -1.5 -0.6
-0.6 0.6 0.3
-0.1 0.1 0.1
-0.1 0.0 -0.2
0.1 0.0 0.0
0.0 0.1 0.0
-0.1 0.0 0.0
0.0 -0.1 0.2
0.1 0.0 0.0
0.0 -0.1 0.1
0.0 -0.1 -0.2
-0.7 0.0 -0.5
1.5 0.8 0.6
-0.6 1.1 -0.3
1.1 -1.9 0.6
-0.7 1.1 0.1
0.2 -0.7 0.1
-1.6 -0.9 -0.5
0.8 0.6 0.0
0.1 0.1 0.1
0.1 -0.1 -0.1
-0.1 0.0 0.1
0.1 0.0 0.1
0.0 0.0 -0.1
-0.1 0.1 0.0
0.0 -0.1 0.1
-0.1 0.1 0.0
-0.1 -0.2 -0.1
0.5 0.2 -0.7
-0.4 0.0 1.7
0.4 1.2 0.1
-0.9 -2.0 0.1
0.2 1.3 0.0
-0.3 -0.7 -0.2
0.4 0.0 -1.9
0.1 0.0 1.0
-0.1 0.1 0.2
0.1 -0.2 0.0
-0.1 0.1 -0.1
-0.1 0.0 0.0
0.1 0.0 0.0
0.0 0.2 -0.1
-0.1 0.0 0.0
0.0 0.1 0.0
0.1 -0.1 -0.2
0.7 0.2 0.5
-0.9 -0.9 -1.2
0.6 -1.1 0.5
-1.2 1.7 -1.0
0.3 -1.0 0.6
-0.3 0.6 -0.2
0.8 1.1 1.3
-0.1 -0.6 -0.7
-0.1 -0.1 -0.1
0.1 0.1 -0.2
0.0 0.0 0.1
-0.1 0.0 0.0
0.1 0.0 -0.1
0.1 -0.1 0.1
-0.1 0.0 0.1
0.0 -0.1 0.1
0.1 0.2 0.1
-0.7 0.1 0.5
0.8 -0.6 -1.4
-1.1 0.2 -0.8
2.1 -0.3 1.0
-0.9 0.4 -0.6
0.6 0.0 0.4
-0.8 0.8 1.7
0.1 -0.6 -0.8
0.1 0.0 -0.2
0.1 -0.2 0.1
0.0 0.1 0.0
0.1 0.0 0.0
0.0 -0.1 0.0
-0.2 0.1 -0.1
0.0 0.1 0.1
-0.1 0.2 -0.1
0.0 -0.1 0.3

The value obtained for the electronic energy is -5996.31749 hartree. The value obtained for the highest occupied orbital energy is -9.20 eV. The value obtained for the molar mass is 1143.01 g/mol. As for the gap between HOMO and LUMO: 8.7 eV.